123
Properties=species:S:1:pos:R:3:forces:R:3:lowdin_charge:R:1 method="wB97M-V/def2-TZVPD" e_homo_ev=-8.08 de_lowest_kj_mol=407.1 total_charge=0 e_lumo_ha=0.0152
C -14.3852 13.2333 -0.9075 0.241 0.392 -0.236 -0.051
C -14.8818 13.3538 -2.3374 0.232 -1.349 -0.805 -0.503
C -14.2612 14.6225 -2.9749 -0.817 -0.695 0.409 -0.024
C -14.2874 12.1339 -3.1413 -0.429 -0.006 0.472 -0.118
C -14.9453 10.8000 -2.7770 0.881 0.614 0.102 -0.188
C -16.4249 10.9043 -3.0163 -0.313 -0.265 0.761 -0.129
C -17.1692 12.0622 -2.2884 1.537 0.659 -0.523 -0.480
C -18.4512 12.2699 -3.0469 -0.986 -0.754 0.141 -0.052
C -17.4372 11.7109 -0.8298 0.892 0.095 0.879 -0.018
N -16.3490 13.3342 -2.4745 0.421 -1.575 -2.067 -0.123
O -16.9329 14.4312 -1.8739 0.024 0.030 0.596 0.000
H -13.2987 13.1969 -0.9876 0.071 0.002 0.283 0.082
H -14.6291 14.1591 -0.3864 -0.083 -0.124 0.500 0.087
H -14.7304 12.3376 -0.3913 -0.059 0.158 0.038 0.068
H -14.7986 14.8563 -3.8940 0.050 0.104 0.043 0.089
H -14.3400 15.4432 -2.2619 0.170 0.200 -0.263 0.078
H -13.2257 14.3786 -3.2123 0.082 0.320 0.096 0.081
H -14.3997 12.3565 -4.2024 0.014 -0.092 -0.147 0.119
H -13.2278 12.0838 -2.8903 0.149 0.141 -0.213 0.099
H -14.5092 9.9094 -3.2294 -0.018 0.303 -1.016 0.082
H -14.6335 10.5197 -1.7709 -0.671 0.472 0.726 0.092
H -16.8136 9.9540 -2.6504 -0.688 0.009 -0.141 0.122
H -16.6579 10.9947 -4.0772 0.254 -0.102 -0.125 0.117
H -18.2962 12.4256 -4.1145 0.110 0.397 0.166 0.087
H -19.1511 12.9822 -2.6101 0.343 0.342 -0.085 0.087
H -18.9646 11.3120 -2.9631 -0.273 -0.211 -0.126 0.084
H -16.7297 11.0046 -0.3955 0.122 -0.601 -0.515 0.069
H -18.4338 11.3229 -0.6196 -0.034 0.296 -0.088 0.090
H -17.1803 12.5491 -0.1821 -0.792 0.438 0.101 0.067
H -16.7103 14.2364 -0.9606 -0.436 0.787 0.891 0.066
C -15.6369 3.5709 3.7793 -1.121 -1.138 -0.266 -0.039
C -16.9016 4.4500 3.7217 1.526 1.685 -0.704 -0.479
C -17.2971 4.8934 5.1473 -0.058 -0.447 0.128 -0.023
C -16.3899 5.6984 2.9390 1.254 -0.658 0.364 -0.168
C -17.4272 6.5880 2.4316 -0.827 1.558 1.473 -0.230
C -18.3757 5.8030 1.6763 -1.665 -1.439 -2.254 -0.195
C -19.0519 4.5889 2.3389 0.149 1.620 -0.437 -0.425
C -20.1295 5.1816 3.3350 0.817 -1.363 0.942 -0.020
C -19.7800 3.7825 1.1897 1.017 0.214 1.058 -0.013
N -17.8934 3.7916 2.8716 -0.442 3.240 -1.423 -0.139
O -18.3564 2.6908 3.4642 -0.846 -3.167 1.349 -0.015
H -15.3306 3.3306 2.7612 0.387 0.581 -0.113 0.083
H -14.8517 4.0193 4.3880 -0.039 -0.138 -0.175 0.087
H -15.9082 2.5709 4.1178 0.142 0.018 0.813 0.074
H -17.8515 4.1052 5.6568 -0.169 0.007 -0.025 0.085
H -16.3977 5.0549 5.7416 0.166 -0.070 -0.101 0.078
H -17.8464 5.8319 5.2223 -0.173 -0.115 -0.307 0.066
H -15.6823 6.2418 3.5652 0.063 -0.025 0.261 0.123
H -15.8195 5.4366 2.0478 0.239 -0.729 0.071 0.121
H -17.9620 6.9957 3.2895 0.070 0.866 0.029 0.115
H -16.9852 7.3320 1.7688 -0.121 0.431 0.356 0.114
H -17.7979 5.4333 0.8292 -0.161 -0.333 -0.398 0.120
H -19.2155 6.3546 1.2536 0.146 0.491 -0.100 0.125
H -20.6999 4.4069 3.8475 -0.463 -0.422 -0.665 0.076
H -20.7975 5.9009 2.8612 0.133 -0.165 -0.113 0.083
H -19.7072 5.6047 4.2464 0.481 0.663 -0.420 0.053
H -19.2562 3.9005 0.2411 0.400 -0.278 0.154 0.072
H -20.7948 4.0994 0.9489 -0.106 0.012 0.655 0.079
H -19.7348 2.7573 1.5569 -0.506 -0.161 -0.552 0.068
H -18.0082 2.0211 2.8711 -0.244 -0.679 0.372 0.113
C -13.5669 8.3557 -5.5386 0.186 0.442 0.021 -0.045
C -12.3248 7.8744 -4.7439 1.065 0.504 -2.504 -0.462
C -12.3156 6.3150 -4.9483 0.560 0.278 1.685 -0.023
C -11.0415 8.4985 -5.5089 -0.587 -0.302 0.292 -0.134
C -9.7285 8.3757 -4.7581 -1.712 0.343 1.865 -0.160
C -9.9312 9.0682 -3.3298 0.822 -0.698 -1.577 -0.112
C -11.1566 8.5514 -2.5060 0.802 -0.069 -1.116 -0.457
C -10.6913 7.2053 -1.9837 -0.417 -1.259 1.463 -0.044
C -11.4387 9.6174 -1.4151 -0.189 -0.288 0.135 -0.017
N -12.3678 8.3485 -3.3698 -0.016 1.196 0.311 -0.072
O -13.3904 7.6329 -2.6550 0.643 0.665 -0.282 -0.037
H -13.6488 9.4322 -5.6886 0.412 0.227 0.465 0.076
H -13.4703 7.9784 -6.5566 -0.276 -0.364 0.050 0.081
H -14.5127 8.0724 -5.0768 0.073 -0.414 -0.077 0.081
H -11.3672 5.8853 -4.6257 0.191 -0.013 -0.263 0.067
H -13.0132 5.9278 -4.2057 -0.326 -0.664 -0.483 0.066
H -12.5921 5.8827 -5.9100 -0.029 0.615 -0.034 0.094
H -10.8641 7.8943 -6.3986 -0.646 0.175 -0.400 0.112
H -11.2298 9.5336 -5.7937 -0.257 0.011 0.005 0.113
H -9.6553 7.2891 -4.7142 0.912 -0.041 0.625 0.091
H -8.8804 8.8022 -5.2938 -0.106 -0.046 0.032 0.110
H -9.8584 10.1467 -3.4706 -0.792 0.170 -0.189 0.108
H -9.0147 8.8924 -2.7667 -0.145 -0.317 0.409 0.106
H -9.7850 7.2392 -1.3790 0.063 0.306 -0.062 0.090
H -10.5503 6.3940 -2.6978 0.284 0.556 -0.686 0.073
H -11.4322 6.7224 -1.3466 -0.269 0.372 0.396 0.080
H -11.4758 10.6356 -1.8024 -0.044 -0.119 -0.477 0.075
H -10.6558 9.6491 -0.6575 0.223 -0.322 -0.040 0.085
H -12.3728 9.4858 -0.8690 -0.123 -0.393 -0.139 0.060
H -13.2245 6.7531 -3.0015 -0.446 -0.536 0.679 0.046
C -10.7275 9.4733 3.2857 0.826 -0.486 -1.306 -0.041
C -11.9315 9.7908 4.1420 1.094 0.974 2.326 -0.474
C -12.2696 8.5949 5.0682 -1.292 -0.157 -1.481 -0.045
C -11.5084 10.8081 5.2954 -0.306 2.168 -2.405 -0.134
C -11.1976 12.1931 4.6580 -0.598 -0.429 -0.113 -0.174
C -12.4415 12.7268 3.8690 1.363 -0.258 0.669 -0.118
C -13.0105 11.7427 2.8043 -1.614 0.609 2.223 -0.501
C -14.5175 12.2412 2.6324 1.128 -1.308 -0.218 -0.017
C -12.2519 11.8351 1.5522 0.096 -0.814 -1.521 -0.038
N -13.0535 10.3825 3.3726 -0.092 -0.361 1.981 -0.086
O -13.5860 9.4245 2.4704 0.364 0.285 -0.139 -0.023
H -10.9040 8.7019 2.5362 -0.517 -0.385 0.141 0.081
H -10.3835 10.2772 2.6350 -0.149 0.434 0.417 0.058
H -9.8329 9.1282 3.8040 -0.176 0.050 0.518 0.089
H -11.3930 8.3486 5.6673 -0.045 -0.316 -0.358 0.086
H -13.0890 8.8099 5.7542 0.037 0.408 0.028 0.080
H -12.6683 7.7966 4.4422 0.484 -0.591 0.181 0.072
H -12.3860 10.9627 5.9232 0.044 -0.166 0.203 0.112
H -10.6329 10.6023 5.9111 -0.163 -1.000 -0.204 0.116
H -10.8089 12.8133 5.4656 -0.654 0.649 0.023 0.101
H -10.3328 12.1819 3.9945 0.029 -0.523 -0.286 0.095
H -12.1087 13.6120 3.3270 -0.224 0.172 -0.096 0.115
H -13.2020 13.0507 4.5796 -0.143 -0.205 -0.013 0.110
H -14.5330 13.2931 2.3472 -0.073 -0.030 0.161 0.083
H -15.0508 12.0248 3.5580 0.067 0.389 0.102 0.083
H -15.0176 11.6524 1.8634 0.001 0.078 -0.280 0.061
H -12.7271 12.5751 0.9082 0.870 0.428 0.108 0.062
H -12.3973 10.9033 1.0057 -0.018 -0.149 -0.118 0.072
H -11.1804 11.8903 1.7444 -0.053 0.674 -0.350 0.083
H -14.5222 9.4714 2.6774 -0.236 -0.275 -0.120 0.097
O -15.0076 8.3746 0.0712 -0.392 0.107 0.205 -0.049
H -14.1424 8.1718 0.4270 0.333 0.042 0.193 0.016
H -14.9586 8.1064 -0.8464 0.107 -0.074 -0.404 0.011